1.
This record from the OMol25 dataset describes C27H53AlBr3F2IMgN4O7P as an isolated structure. The level of theory is ωB97M-V/def2-TZVPD.

XYZ file:
```
100
Properties=species:S:1:pos:R:3:forces:R:3:mulliken_charge:R:1
F -7.25355 2.75618 -4.97343 2.6 -1.0 0.9 -0.28
C -5.99807 2.15100 -4.64237 0.8 -0.6 -1.2 0.45
C -4.76981 2.66419 -5.58632 -0.9 0.3 0.4 -0.99
N -3.64191 1.71461 -5.25947 1.1 -1.1 -0.3 0.27
C -3.44450 0.59877 -6.14776 3.6 -1.4 3.0 0.06
C -2.29502 -0.39123 -5.80211 -0.9 2.7 2.1 -0.58
C -1.44242 -0.17220 -4.51039 -2.8 2.7 -0.6 -0.31
C -1.76295 1.06127 -3.60092 -2.4 -0.6 -4.1 -0.53
I -0.76873 1.54304 -1.73893 -0.3 -0.2 -1.3 0.23
C -2.90280 1.99225 -4.06161 1.8 -2.9 -0.6 0.33
H -5.65869 2.33817 -3.54137 -0.9 -0.7 -1.9 -0.01
H -5.99151 0.99779 -4.75865 -0.6 1.9 0.3 0.36
H -4.42605 3.72955 -5.33437 -0.6 -1.5 -0.4 0.33
H -5.02740 2.62330 -6.70609 0.4 -0.1 1.8 0.32
H -4.08776 0.40617 -7.07928 0.9 0.8 1.8 0.36
H -2.12143 -1.29294 -6.49597 -0.3 1.7 1.3 0.34
H -0.59919 -0.86506 -4.18409 -1.4 1.0 -0.7 0.40
H -3.20210 2.91883 -3.45790 0.6 -1.5 -1.2 0.31
F -3.92458 -0.40477 -2.95211 0.3 1.2 1.7 -0.73
Al -5.53917 3.78998 -2.20102 0.2 0.4 1.0 0.41
C -7.88871 -2.14950 -3.71243 -0.1 -0.1 0.0 -1.53
C -8.62005 -0.87589 -4.12393 0.0 -0.3 0.0 0.15
N -9.17718 -0.91409 -5.46984 0.1 0.2 -0.2 0.24
C -9.63562 0.39141 -5.93779 0.2 0.1 -0.1 -0.27
C -10.80634 1.03704 -5.19824 -0.2 0.2 0.0 -1.10
C -10.06406 -2.03206 -5.76809 0.1 -0.3 0.0 -0.49
C -11.31330 -2.19738 -4.90109 -0.3 -0.1 0.0 -1.11
H -7.08731 -2.38979 -4.41644 -0.1 0.0 0.0 0.32
H -7.43926 -2.01485 -2.72529 0.0 0.0 -0.1 0.44
H -8.56433 -3.00532 -3.64680 0.1 0.1 0.0 0.36
H -7.88802 -0.06012 -4.07104 -0.2 0.1 -0.1 -0.09
H -9.39014 -0.65606 -3.37326 0.0 0.1 0.1 0.29
H -9.88403 0.32822 -7.00306 0.0 -0.2 0.1 0.42
H -8.78532 1.08266 -5.89190 0.0 -0.1 0.1 -0.05
H -11.75670 0.57255 -5.46230 0.1 0.0 0.1 0.28
H -10.88055 2.09208 -5.48083 0.0 -0.1 0.0 0.44
H -10.68706 1.00010 -4.11313 0.0 0.0 -0.1 0.26
H -9.48541 -2.95964 -5.70158 0.0 0.1 0.1 0.03
H -10.37127 -1.98662 -6.81831 0.2 0.2 0.1 0.42
H -11.11277 -2.04086 -3.83850 0.0 0.0 0.0 0.24
H -11.70722 -3.21146 -5.01255 0.1 0.1 0.0 0.41
H -12.10723 -1.51503 -5.20882 0.0 0.0 0.1 0.29
O -0.60369 4.65397 0.92340 0.3 -0.8 0.2 -0.66
P 0.08330 3.74757 1.94627 -3.4 5.1 -0.1 0.94
O 0.56080 2.45113 1.24037 1.5 -1.6 1.1 -0.35
O -0.90659 3.38097 3.05898 -0.1 -0.3 -0.7 -0.55
O 1.30311 4.46689 2.54634 0.4 -0.3 -0.8 -0.48
C 6.23832 2.33882 1.05660 0.5 -0.3 0.1 -1.87
C 4.99292 2.22708 1.97182 0.7 1.1 -3.5 1.44
C 4.98534 3.42182 2.95155 -0.1 -0.2 1.2 -0.93
C 6.06600 3.30826 4.02210 0.1 -0.1 -0.2 -0.65
C 5.95907 1.98310 4.76750 -0.6 0.9 -0.2 -1.25
C 5.89470 0.73826 3.84959 2.6 -2.3 0.8 1.94
N 4.96441 0.90622 2.68997 -6.0 2.4 5.4 0.63
O 3.71434 0.72054 3.15781 4.6 -0.5 -3.0 -0.39
C 7.30377 0.38047 3.32219 0.3 0.3 -0.3 -1.42
C 5.53542 -0.48173 4.74321 -0.9 0.4 -0.2 -1.99
C 3.81467 2.37084 0.97577 -0.3 -0.5 0.3 -1.11
H 6.13462 3.18257 0.36745 -0.3 -0.2 0.2 0.46
H 7.16577 2.53007 1.59107 0.0 -0.1 0.0 0.37
H 6.36719 1.43636 0.44904 0.0 0.1 0.1 0.40
H 4.00853 3.50164 3.44295 0.0 -0.1 -0.2 0.22
H 5.12304 4.35856 2.40202 -0.1 -0.4 -0.3 0.44
H 7.06159 3.41475 3.58173 0.0 0.0 0.0 0.35
H 5.95943 4.13334 4.73309 0.0 -0.1 -0.1 0.45
H 6.80476 1.89398 5.45666 0.0 -0.4 -0.3 0.39
H 5.05991 2.02209 5.39528 0.0 -0.2 -0.2 0.42
H 7.25077 -0.43271 2.59220 0.0 0.1 0.1 0.11
H 7.95131 0.03834 4.13451 -0.4 0.0 0.0 0.49
H 7.83231 1.21510 2.86725 -0.1 0.0 -0.1 0.27
H 4.60331 -0.33709 5.29787 0.0 0.1 -0.2 0.45
H 6.31152 -0.65742 5.49427 -0.1 0.3 -0.5 0.41
H 5.44199 -1.39609 4.14860 0.1 0.1 0.0 0.36
H 3.80740 1.54079 0.26062 0.1 0.0 0.1 0.48
H 3.89907 3.29692 0.40038 0.3 -0.1 0.3 0.39
H 2.84587 2.40377 1.46623 0.5 0.0 -0.2 -0.14
Br 6.24566 -2.92540 1.49946 0.0 0.0 -0.1 -0.14
C 7.72710 -4.17519 1.71575 -0.1 -0.1 0.1 -0.55
C 8.64936 -3.74370 2.82915 0.2 0.0 0.0 -0.27
Br 9.79962 -2.27449 2.26519 -0.1 0.0 0.1 -0.14
H 8.22387 -4.25011 0.74838 0.0 0.1 0.2 0.39
H 7.25789 -5.13163 1.95328 0.1 0.1 0.0 0.35
H 9.33203 -4.55168 3.09729 -0.1 0.0 -0.1 0.38
H 8.12084 -3.40968 3.72342 0.0 0.0 -0.1 0.00
Br 1.38759 2.13619 3.16188 0.2 -2.4 0.5 0.17
Mg -3.41548 0.85153 -0.88676 -1.2 -0.7 -1.7 0.75
O -8.59274 -4.27575 -7.67885 -0.1 -0.3 -0.4 -0.62
H -8.35669 -3.70046 -6.95372 0.3 0.4 0.4 0.35
C 7.61618 -2.61380 7.28305 -0.3 -0.4 0.6 0.07
O 7.38863 -2.27573 6.13251 0.0 -0.3 0.1 -0.56
N 6.73945 -3.26017 8.10079 0.8 0.5 -0.5 0.12
C 7.08428 -3.62950 9.45919 -0.2 0.0 -0.1 -0.93
C 5.41972 -3.58934 7.59714 0.1 0.1 -0.3 -0.85
H 8.58704 -2.41234 7.76323 0.0 0.0 0.1 0.31
H 7.00359 -4.71426 9.56408 0.1 0.1 0.2 0.35
H 6.38897 -3.14252 10.14744 0.1 -0.1 0.1 0.35
H 8.10246 -3.32132 9.70180 -0.1 0.0 -0.1 0.29
H 5.52123 -4.23281 6.71952 -0.2 0.0 0.0 0.28
H 4.90984 -2.66950 7.29973 -0.1 -0.2 0.0 0.23
H 4.83481 -4.10178 8.36178 0.2 0.1 0.0 0.38
```
Positions in Å, forces in eV/Å.

Summary:
**DFT total energy**: -10808.6309 Ha
**HOMO level**: -8.0698 eV
**ΔE to the lowest compared entry with this formula, charge and spin**: 595.81 kJ/mol
**Kohn-Sham gap**: 1.091 eV
**Net charge**: +1

2.
This record from the OMol25 dataset describes a 11-piece molecular cluster, C27H53BrCl20O3S overall. The level of theory is ωB97M-V/def2-TZVPD.

XYZ file:
```
105
Properties=species:S:1:pos:R:3:forces:R:3:mulliken_charge:R:1
O 3.94075 0.85221 -1.19778 0.0 0.0 0.1 -0.58
S 3.08956 0.45358 -2.28586 0.2 0.1 0.1 0.50
O 2.50628 -0.99705 -1.78588 -0.1 0.2 -0.2 -0.16
C 1.93608 -1.86665 -2.79500 -0.2 -0.4 -0.2 -0.46
C 1.19749 -1.12137 -3.89850 -0.3 0.1 0.4 -1.15
C 0.25165 -0.10386 -3.21955 -0.1 0.3 -0.6 1.54
C -1.17820 -0.13648 -3.77599 0.4 0.0 0.4 -1.32
C -2.13290 0.66951 -2.87817 -0.5 -0.5 -0.8 -0.02
C -3.33724 -0.09660 -2.34457 0.2 0.6 0.0 -0.62
Br -4.39550 -0.90401 -3.76946 0.0 -0.1 0.1 -0.22
C 0.85752 1.29626 -3.24259 0.1 -0.4 0.6 -0.52
O 1.78304 1.41582 -2.11627 0.1 -0.2 -0.3 -0.38
H 1.19463 -2.47632 -2.27553 0.1 0.1 0.3 0.24
H 2.69865 -2.55867 -3.15633 0.2 0.2 -0.1 0.40
H 0.59131 -1.82175 -4.47619 0.2 -0.2 0.1 0.48
H 1.87644 -0.64316 -4.60510 0.0 0.0 0.0 0.25
H 0.17945 -0.35032 -2.16000 -0.1 -0.1 0.0 -0.16
H -1.20589 0.24238 -4.80070 0.0 -0.1 0.0 0.16
H -1.48384 -1.18466 -3.81538 -0.1 0.0 0.0 0.57
H -1.60152 1.04586 -2.00291 0.0 0.2 0.0 0.10
H -2.53251 1.49868 -3.46561 0.1 0.2 0.3 0.24
H -3.08059 -0.84531 -1.60445 -0.1 -0.3 -0.3 0.38
H -3.99365 0.62081 -1.86688 -0.2 -0.2 0.0 0.15
H 1.40511 1.51089 -4.15852 -0.2 -0.1 -0.1 0.13
H 0.10870 2.06779 -3.07978 0.1 0.1 0.0 0.37
Cl -3.29377 2.87421 -0.78342 0.2 0.1 0.1 -0.01
C -4.41921 4.20909 -0.40274 0.0 0.1 0.0 -0.49
C -5.73378 3.68903 0.11226 0.0 -0.1 -0.2 -0.21
Cl -6.64735 2.83280 -1.16493 0.0 0.0 0.0 -0.20
H -4.52952 4.79407 -1.31404 -0.1 -0.2 0.2 0.03
H -3.93576 4.82649 0.35338 0.0 0.0 0.0 0.34
H -6.35166 4.51681 0.44711 0.0 0.0 0.0 0.37
H -5.59618 2.99721 0.93762 0.0 0.0 0.0 0.04
Cl 4.26769 -3.97301 0.98141 -0.3 0.0 -0.8 -0.33
C 2.99307 -2.73993 1.21372 -0.1 0.2 0.0 0.95
C 1.67447 -3.35318 1.60293 0.0 0.1 0.1 0.27
Cl 0.92081 -4.28855 0.27879 0.1 0.0 0.0 -0.22
H 2.91770 -2.16233 0.29682 0.0 0.0 -0.1 -0.26
H 3.33225 -2.08295 2.01420 0.0 -0.1 0.0 -0.33
H 0.97088 -2.56493 1.86519 0.0 0.0 -0.1 -0.44
H 1.78189 -4.02158 2.45390 0.0 0.0 0.0 0.39
Cl 7.73798 -5.03344 5.39942 0.1 0.0 0.1 -0.22
C 6.83467 -5.07159 3.86162 -0.1 0.0 0.0 -0.18
C 5.59523 -4.22062 3.90974 0.1 0.1 0.0 0.54
Cl 4.35095 -4.89503 5.00604 -0.1 0.0 0.0 -0.24
H 6.60008 -6.10989 3.64108 0.0 0.0 0.0 0.37
H 7.50580 -4.69988 3.09251 -0.1 0.1 0.1 0.04
H 5.14350 -4.16980 2.91985 0.2 -0.1 0.5 -0.65
H 5.81662 -3.20879 4.24237 0.0 0.0 0.1 0.35
Cl 9.22841 -5.55333 1.40573 0.1 0.0 -0.1 -0.17
C 10.47248 -6.79763 1.69441 0.1 0.0 0.0 -0.45
C 9.86258 -8.14979 1.96163 0.0 -0.1 0.0 -0.47
Cl 9.00146 -8.20010 3.52121 0.0 0.0 0.0 -0.16
H 11.08515 -6.46550 2.52840 -0.1 0.0 0.0 0.31
H 11.09045 -6.84382 0.79935 0.0 0.0 0.0 0.33
H 10.64935 -8.90104 2.00581 0.0 0.0 0.0 0.31
H 9.15682 -8.42533 1.18219 0.0 0.0 0.0 0.31
Cl -5.28357 -0.65437 0.29940 0.0 0.0 0.2 -0.04
C -6.44871 -1.79512 -0.42159 0.0 0.0 -0.1 -0.47
C -7.81931 -1.65447 0.18728 -0.1 0.0 -0.1 -0.48
Cl -7.86449 -2.20001 1.88520 0.0 0.0 0.0 -0.19
H -6.05289 -2.79932 -0.29299 0.0 0.0 0.1 0.35
H -6.49366 -1.56901 -1.48608 0.0 0.0 0.0 0.19
H -8.52709 -2.27057 -0.36470 0.0 0.0 0.0 0.36
H -8.15605 -0.62073 0.16222 0.0 0.0 0.0 0.29
Cl -6.03827 4.74174 3.22374 0.0 0.1 0.2 -0.17
C -7.51384 3.93695 3.82742 -0.1 0.0 0.0 -0.49
C -7.22767 2.55220 4.35209 0.0 0.0 0.0 -0.54
Cl -6.77200 1.41762 3.05427 0.0 0.0 0.0 -0.08
H -8.23335 3.90940 3.01262 0.0 0.0 0.0 0.31
H -7.91013 4.56192 4.62547 0.0 0.0 0.0 0.37
H -8.12373 2.15221 4.82371 0.0 0.0 0.0 0.31
H -6.42238 2.56452 5.08210 0.0 0.0 0.0 0.31
Cl -0.57015 -1.07106 3.41564 0.0 0.0 0.1 -0.22
C -0.16518 0.31858 2.37379 0.1 0.1 0.0 -0.51
C -1.21634 0.56282 1.32601 0.0 0.1 0.0 -0.33
Cl -1.23228 -0.77011 0.14043 0.1 -0.1 0.2 -0.14
H 0.79860 0.11507 1.91196 0.0 0.0 0.0 0.26
H -0.06745 1.18994 3.01872 0.0 0.0 0.0 0.42
H -0.98746 1.47951 0.78416 0.0 0.0 0.0 0.18
H -2.21459 0.64800 1.74913 0.0 -0.1 0.0 0.38
Cl -2.04583 8.14832 -4.74475 0.0 0.0 0.0 -0.20
C -1.71067 6.95108 -3.46686 0.1 0.0 0.1 -0.34
C -2.89737 6.06771 -3.18890 0.0 -0.1 0.0 -0.11
Cl -4.24646 6.95193 -2.41296 0.1 0.2 -0.2 -0.23
H -1.39942 7.49170 -2.57674 0.0 0.0 0.0 0.37
H -0.88182 6.33581 -3.81370 0.0 0.0 0.0 0.16
H -2.60374 5.27142 -2.50444 0.0 0.0 0.0 0.10
H -3.28035 5.61798 -4.10107 0.0 0.1 0.0 0.29
Cl 3.80112 -0.63551 4.25071 0.0 0.0 0.0 -0.22
C 3.47591 -1.26358 5.89004 -0.1 -0.1 0.1 -0.27
C 3.84352 -0.27118 6.96159 0.0 0.0 0.0 -0.48
Cl 5.60536 -0.02460 7.07165 0.0 0.0 0.0 -0.19
H 4.02356 -2.19517 6.00235 0.0 0.0 0.0 0.20
H 2.40995 -1.48088 5.93981 0.0 0.0 0.0 0.27
H 3.51154 -0.64512 7.92859 0.0 0.0 0.0 0.33
H 3.38298 0.69700 6.78177 0.0 0.0 0.0 0.33
Cl 2.07798 3.64355 -5.35112 0.1 0.2 -0.1 -0.16
C 0.99103 3.69009 -6.76284 0.0 0.0 0.0 -0.47
C -0.24493 4.50842 -6.48414 0.0 0.1 -0.1 -0.62
Cl -1.30523 3.73005 -5.27424 0.0 0.0 0.0 -0.04
H 0.73813 2.66479 -7.02272 0.0 0.0 0.0 0.32
H 1.54746 4.13359 -7.58640 0.0 0.0 0.0 0.40
H -0.82826 4.61771 -7.39650 0.0 0.0 0.0 0.33
H 0.01119 5.49649 -6.11026 0.0 0.0 0.0 0.33
```
Positions in Å, forces in eV/Å.

Summary:
**DFT total energy**: -13462.3701 Ha
**HOMO level**: -9.7579 eV
**Kohn-Sham gap**: 10.035 eV